CHN2O4 | wB97M-V/def2-TZVPD

```
8
Properties=species:S:1:pos:R:3:mulliken_charge:R:1
C -1.2486 0.3768 1.6911 -0.1455
N -1.2395 -0.8520 2.0661 0.7969
N -1.7730 1.2772 1.0190 0.4157
O -1.5385 -1.6216 1.1594 -0.6202
O -0.8625 -1.3539 3.1370 -0.6810
O -2.9915 1.2708 0.6073 -0.6738
O -0.9903 2.4233 0.4844 -0.3939
H -0.4922 1.8250 0.0428 0.3019
```

## Properties
HOMO energy (spin up / spin down) (eV): -4.025 / -4.024
Molar mass (g mol⁻¹): 105.029
SMILES: [O-][N+]([O-])=C=[N+]([O-])O
Net charge: -1
Gap between HOMO and LUMO (spin up / spin down) (hartree): 0.29581 / 0.29578

---

C11H29Cl12NP | wB97M-V/def2-TZVPD

```
54
Properties=species:S:1:pos:R:3:mulliken_charge:R:1
C -5.3322 3.1009 1.5154 -1.1947
C -4.7779 4.2587 0.6714 -0.6141
C -3.2716 4.4335 0.8192 -0.0295
C -2.8184 5.8370 0.4455 -1.5605
P -2.3815 3.0577 -0.2743 -0.0371
C -0.6131 3.8525 -0.0541 -0.9681
N -0.2883 4.1584 1.3433 -0.4953
H -4.5420 2.3804 1.7440 0.2990
H -6.1183 2.5390 1.0021 0.3057
H -5.7330 3.4522 2.4730 0.3581
H -5.0232 4.0822 -0.3869 0.3269
H -5.2898 5.1922 0.9497 0.3781
H -2.9923 4.2174 1.8593 0.4249
H -3.5499 6.6005 0.7498 0.4274
H -1.8522 6.0803 0.8912 0.3114
H -2.7263 5.9405 -0.6460 0.3092
H -2.7252 3.9174 -1.4553 -0.0055
H -1.7647 2.0609 -1.1794 -0.1291
H -2.0144 2.2022 0.9269 -0.1920
H -3.6542 2.3394 -0.4250 0.0596
H -0.5134 4.7723 -0.6417 0.4445
H 0.0564 3.0950 -0.5005 0.1856
H 0.5949 4.6390 1.4699 0.2135
H -0.3028 3.3196 1.9132 0.2220
C 2.2586 1.8079 0.2773 0.0417
Cl 1.4625 0.2902 -0.1293 -0.0941
Cl 3.7692 1.5398 1.1842 -0.2124
H 2.5073 2.3221 -0.6424 0.3334
H 1.5873 2.3988 0.8902 -0.0916
C 3.6040 -2.7078 0.2194 0.0126
Cl 4.7314 -3.5582 -0.8608 -0.1804
Cl 2.1121 -3.6203 0.4519 -0.0942
H 4.0797 -2.5864 1.1850 0.2304
H 3.3601 -1.7574 -0.2384 0.0217
C 5.0119 -7.2212 -1.4169 0.0943
Cl 6.0300 -8.3709 -0.5339 -0.1835
Cl 5.0911 -7.4549 -3.1682 -0.1620
H 3.9858 -7.3691 -1.1034 0.2365
H 5.3523 -6.2192 -1.1921 0.0074
C 0.3905 -1.8991 -3.4334 -0.3816
Cl -0.7950 -2.1747 -2.1549 -0.1456
Cl 2.0515 -2.0682 -2.8445 -0.0970
H 0.2424 -2.6484 -4.2025 0.2783
H 0.2589 -0.8885 -3.8004 0.3401
C 1.5855 -2.3217 4.3667 -0.1231
Cl 3.1891 -2.9595 3.9702 -0.1618
Cl 1.5688 -1.4521 5.9056 -0.1644
H 1.2948 -1.6348 3.5808 0.1749
H 0.9046 -3.1597 4.4459 0.2713
C 0.3665 -6.4665 -2.6924 -0.3092
Cl -0.8267 -5.6307 -3.7005 -0.1569
Cl 2.0242 -5.9485 -3.0102 -0.0950
H 0.1360 -6.2443 -1.6571 0.2433
H 0.2991 -7.5259 -2.9066 0.3270
```

## Properties
HOMO energy (eV): -3.355
Molar mass (g mol⁻¹): 631.770
Net charge: -1
Gap between HOMO and LUMO (hartree): 0.19184

---

C44H45LiN3OP2Si | wB97M-V/def2-TZVPD

```
97
Properties=species:S:1:pos:R:3:mulliken_charge:R:1
Li -0.4579 -0.0146 -0.4540 1.3053
C 2.9555 0.0109 1.9798 -1.6011
C 1.8389 0.2111 2.9945 -1.6287
P 0.2654 -0.5697 2.3912 2.0659
C -0.7270 -0.3444 3.9133 0.4875
C -1.0950 0.9607 4.2403 -0.4376
C -1.8607 1.2204 5.3630 -0.6719
C -2.2898 0.1742 6.1698 -0.5616
C -1.9457 -1.1266 5.8409 -0.6586
C -1.1668 -1.3846 4.7226 -0.6737
C 0.6493 -2.3607 2.5219 0.3675
C 1.6393 -2.9171 3.3288 -0.2522
C 1.8298 -4.2892 3.3706 -0.6996
C 1.0223 -5.1255 2.6130 -0.6210
C 0.0317 -4.5821 1.8097 -0.5759
C -0.1509 -3.2089 1.7586 -0.6896
P 2.3956 0.3921 0.2512 1.5844
C 2.2494 2.2168 0.2708 0.8873
C 2.8060 3.0585 1.2318 -0.7500
C 2.6743 4.4332 1.1204 -0.7343
C 2.0036 4.9848 0.0364 -0.7206
C 1.4575 4.1567 -0.9309 -0.3346
C 1.5722 2.7795 -0.8069 -0.6557
C 4.0115 0.2013 -0.5906 0.3591
C 4.6124 -1.0565 -0.5661 -0.5247
C 5.7915 -1.2927 -1.2491 -0.7738
C 6.3858 -0.2747 -1.9820 -0.5519
C 5.7893 0.9754 -2.0214 -0.7277
C 4.6121 1.2132 -1.3293 -0.2714
H 3.2420 -1.0463 1.9603 0.6006
H 3.8541 0.5777 2.2425 0.6325
H 1.6105 1.2790 3.0942 0.6592
H 2.1282 -0.1466 3.9875 0.6975
H -0.8028 1.7752 3.5909 0.1148
H -2.1391 2.2394 5.5986 0.4130
H -2.8950 0.3729 7.0440 0.3675
H -2.2857 -1.9500 6.4547 0.4097
H -0.9105 -2.4070 4.4757 0.3251
H 2.2742 -2.2833 3.9341 0.3156
H 2.6094 -4.7051 3.9965 0.4195
H 1.1702 -6.1963 2.6446 0.3663
H -0.5937 -5.2264 1.2093 0.4601
H -0.9071 -2.7710 1.1167 0.0520
H 3.3443 2.6481 2.0743 0.2976
H 3.1020 5.0760 1.8776 0.3821
H 1.9063 6.0587 -0.0479 0.3662
H 0.9219 4.5664 -1.7756 0.4941
H 1.1402 2.1278 -1.5539 0.2062
H 4.1390 -1.8694 -0.0269 0.1212
H 6.2382 -2.2768 -1.2235 0.3924
H 7.3024 -0.4591 -2.5255 0.3670
H 6.2367 1.7719 -2.6000 0.4028
H 4.1510 2.1927 -1.3803 0.3389
O -1.7883 -1.0625 0.0485 -0.1614
C -3.0509 -1.0000 0.1831 -0.0765
C -3.8845 -2.1348 -0.0170 -1.1307
C -5.2346 -2.1047 0.2317 -0.4304
C -5.8508 -0.9389 0.6957 -1.0042
C -5.0723 0.1889 0.8641 -0.7300
C -3.7035 0.1981 0.5922 0.2227
C -2.9429 1.4390 0.6951 0.4355
N -1.6330 1.6042 0.6806 1.1676
C -1.4177 2.9509 0.8148 -0.3376
C -2.5994 3.6172 0.8942 -1.3235
N -3.5658 2.6468 0.8133 0.0795
H -3.3997 -3.0381 -0.3664 0.4140
H -5.8259 -2.9996 0.0767 0.4133
H -6.9088 -0.9160 0.9182 0.3686
H -5.5517 1.0881 1.2398 0.3087
H -0.4224 3.3573 0.8239 0.1413
H -2.8403 4.6586 0.9827 0.4723
H -4.5591 2.7984 0.7785 0.1676
C 2.4981 -1.0708 -3.7866 -0.9188
Si 0.7667 -1.2364 -3.0230 0.2261
C 0.9707 -2.4634 -1.5991 -0.3752
C -0.3213 -2.0950 -4.3116 -1.2718
N 0.0663 0.1911 -2.4135 -0.1961
C -0.3752 1.2032 -3.2053 -0.3877
C -1.2553 2.1800 -2.6888 0.1575
C -1.6905 3.2578 -3.4338 -0.4409
C -1.2837 3.4383 -4.7508 -0.7315
C -0.4210 2.4947 -5.2932 -0.7626
C 0.0233 1.4176 -4.5504 -0.3191
H 2.9595 -2.0531 -3.9048 0.3160
H 3.1447 -0.4792 -3.1404 0.0600
H 2.4847 -0.5932 -4.7629 0.4461
H 0.8107 -3.4810 -1.9562 0.6117
H 0.2463 -2.2877 -0.8060 -0.3930
H 1.9693 -2.4207 -1.1642 0.1737
H 0.1196 -3.0302 -4.6569 0.3555
H -0.5021 -1.4650 -5.1780 0.3401
H -1.2885 -2.3194 -3.8651 0.2722
H -1.5981 2.0604 -1.6707 0.4615
H -2.3689 3.9708 -2.9759 0.4066
H -1.6293 4.2825 -5.3342 0.3469
H -0.0794 2.6049 -6.3179 0.3792
H 0.7127 0.7238 -5.0046 0.1041
```

## Properties
HOMO energy (eV): -3.650
Molar mass (g mol⁻¹): 728.839
Net charge: -1
Gap between HOMO and LUMO (hartree): 0.22641